Entry from the OMol25 dataset: a 2-piece molecular cluster, C4H15N2O overall (ωB97M-V with the def2-TZVPD basis set).

Cartesian coordinates (Å):
O (-3.22306, 2.29577, 0.08595)
N (-1.25242, 0.23494, -0.86236)
N (-0.07059, -1.63677, 0.83720)
C (1.18617, -0.44975, -0.90691)
C (0.16093, 0.52734, -1.52803)
C (0.90026, -0.54333, 0.66867)
C (2.17367, -0.72562, 1.46135)
H (-2.79319, 2.58899, 0.93264)
H (-1.76558, -0.39147, -1.45276)
H (2.98977, -0.04305, 1.32321)
H (0.28017, -2.14517, 1.63465)
H (0.41934, 1.59983, -1.34243)
H (0.43932, 0.40330, 1.03518)
H (-1.48445, -0.23222, 0.13525)
H (-0.14783, -2.12427, -0.01234)
H (-4.25193, 2.22922, 0.35026)
H (0.07338, 0.62283, -2.61107)
H (1.43733, -1.32478, -1.61795)
H (-1.74363, 1.13045, -0.85653)
H (2.56952, -1.55420, 1.10046)
H (2.15886, 0.10414, -0.97254)
H (1.94396, -0.56619, 2.59811)

The calculation puts the HOMO energy at -13.6 eV. As for the charge: +1. The value obtained for the max |F| is 5.19 eV Å⁻¹. The relative energy (zero: lowest compared OMol25 entry of this formula, charge and spin) comes out at 60.18 kcal per mole. For the LUMO energy, the calculation gives -3.1 eV.

Results of the Löwdin charge analysis, in e, for atoms 1 through 2: number 1, O, carries -0.1305; number 2, N, carries 0.1450